Below is a cluster of 21 separate species, C42H87Cl40O7P in total, with properties calculated with ωB97M-V with the def2-TZVPD basis set.

Computed properties:
Highest occupied orbital energy: -9.32 eV
Molecular weight: 2153.24 g/mol
Lowest unoccupied orbital energy: 0.282 eV
Calculated total energy: -20928.20562 a.u.

Geometry (Å):
C 8.82 -3.99 0.29
C 8.40 -2.55 0.64
C 7.79 -1.84 -0.57
C 7.37 -0.39 -0.23
C 6.29 0.15 -1.19
C 6.46 1.62 -1.60
C 5.52 2.58 -0.85
C 4.04 2.37 -1.26
C 3.07 2.54 -0.06
C 1.79 3.36 -0.35
C 0.51 2.73 0.24
C -0.76 3.08 -0.55
C -2.00 2.38 0.05
C -3.11 2.12 -1.00
C -4.48 2.61 -0.55
O -5.14 1.59 0.24
P -6.71 1.50 0.09
O -7.20 1.10 -1.23
O -7.27 2.94 0.52
O -7.16 0.59 1.31
C -7.33 -0.79 1.00
O -6.12 -1.46 1.17
C -5.82 -2.38 0.13
C -5.58 -1.70 -1.22
O -4.50 -2.34 -1.89
C -4.61 -2.27 -3.30
C -4.82 -0.86 -3.86
O -6.13 -0.71 -4.40
C -6.18 -0.58 -5.80
C -5.70 0.78 -6.31
H 9.82 -4.01 -0.16
H 8.87 -4.64 1.16
H 8.14 -4.40 -0.47
H 9.30 -1.99 0.92
H 7.69 -2.54 1.47
H 8.56 -1.76 -1.35
H 6.91 -2.38 -0.96
H 8.28 0.22 -0.26
H 7.01 -0.39 0.81
H 5.31 0.00 -0.73
H 6.31 -0.46 -2.09
H 7.50 1.96 -1.47
H 6.24 1.74 -2.67
H 5.59 2.41 0.23
H 5.80 3.61 -1.06
H 3.77 3.06 -2.07
H 3.90 1.36 -1.67
H 3.62 3.04 0.74
H 2.79 1.54 0.29
H 1.70 3.52 -1.43
H 1.90 4.35 0.13
H 0.39 3.14 1.25
H 0.61 1.64 0.26
H -0.62 2.73 -1.58
H -0.91 4.16 -0.57
H -2.41 3.01 0.85
H -1.65 1.44 0.47
H -2.87 2.66 -1.93
H -3.12 1.05 -1.23
H -4.35 3.50 0.07
H -5.11 2.90 -1.41
H -7.72 3.31 -0.25
H -8.05 -1.18 1.72
H -7.74 -0.91 -0.01
H -4.88 -2.87 0.41
H -6.56 -3.18 0.03
H -6.50 -1.70 -1.83
H -5.33 -0.64 -1.05
H -5.43 -2.90 -3.66
H -3.66 -2.67 -3.68
H -4.07 -0.67 -4.64
H -4.68 -0.09 -3.10
H -5.64 -1.40 -6.30
H -7.24 -0.71 -6.08
H -6.05 0.93 -7.34
H -4.60 0.81 -6.35
H -6.04 1.59 -5.67
C -7.90 0.63 5.00
Cl -9.04 1.47 6.06
Cl -8.29 -1.09 4.85
H -7.93 1.09 4.02
H -6.91 0.70 5.42
C -6.70 0.76 9.03
Cl -6.87 1.03 10.77
Cl -5.00 0.79 8.54
H -7.11 -0.21 8.79
H -7.22 1.55 8.51
C 12.49 -1.30 -0.65
Cl 11.03 -0.37 -0.27
Cl 12.12 -3.02 -0.85
H 12.91 -0.92 -1.57
H 13.19 -1.20 0.17
C -6.58 -6.05 -1.47
Cl -7.51 -4.66 -2.04
Cl -4.85 -5.71 -1.36
H -6.94 -6.33 -0.48
H -6.73 -6.86 -2.17
C -7.90 0.06 14.39
Cl -8.35 -1.56 14.95
Cl -6.31 0.56 14.99
H -7.87 0.05 13.31
H -8.64 0.77 14.75
C 1.66 -1.82 -9.75
Cl 1.04 -3.33 -9.09
Cl 2.60 -0.91 -8.55
H 2.32 -2.05 -10.58
H 0.83 -1.21 -10.08
C -2.40 2.20 10.75
Cl -1.37 3.64 10.74
Cl -3.01 1.84 12.36
H -3.24 2.37 10.09
H -1.81 1.35 10.40
C -9.67 -4.41 5.99
Cl -11.40 -4.04 6.06
Cl -9.35 -5.89 5.07
H -9.17 -3.59 5.51
H -9.31 -4.55 7.00
C -0.13 -2.96 -13.03
Cl 0.66 -1.38 -12.86
Cl -1.58 -3.08 -12.02
H -0.42 -3.09 -14.06
H 0.57 -3.73 -12.72
C -9.43 -8.64 -3.06
Cl -9.47 -8.20 -1.35
Cl -7.80 -8.55 -3.74
H -9.79 -9.66 -3.16
H -10.07 -7.95 -3.61
C -5.64 3.81 4.57
Cl -4.63 5.26 4.54
Cl -6.24 3.46 6.19
H -6.49 3.97 3.92
H -5.05 2.97 4.23
C 7.71 5.61 0.70
Cl 6.10 5.95 0.06
Cl 8.39 4.12 0.05
H 8.37 6.43 0.43
H 7.64 5.52 1.78
C 4.91 -3.54 -8.40
Cl 5.78 -4.56 -7.25
Cl 4.81 -4.26 -10.01
H 3.90 -3.39 -8.03
H 5.43 -2.59 -8.47
C 3.69 -3.62 -3.80
Cl 3.41 -2.31 -4.95
Cl 5.00 -3.25 -2.67
H 2.78 -3.80 -3.24
H 3.98 -4.50 -4.36
C 6.29 5.75 -3.67
Cl 7.92 5.80 -4.37
Cl 5.43 4.26 -4.08
H 6.37 5.84 -2.59
H 5.73 6.59 -4.06
C 12.25 4.77 1.76
Cl 10.78 5.65 2.20
Cl 11.96 3.04 1.53
H 12.64 5.18 0.83
H 12.97 4.90 2.56
C 15.94 0.79 -0.84
Cl 14.44 1.64 -0.45
Cl 15.64 -0.93 -1.07
H 16.35 1.20 -1.76
H 16.64 0.92 -0.02
C 4.33 9.08 -2.43
Cl 5.95 9.26 -3.10
Cl 3.56 7.55 -2.88
H 4.40 9.12 -1.35
H 3.71 9.89 -2.80
C 7.39 -3.06 4.91
Cl 8.60 -2.02 4.15
Cl 6.55 -4.09 3.75
H 7.89 -3.69 5.63
H 6.66 -2.43 5.40
C -15.07 -3.80 7.70
Cl -16.16 -2.70 6.84
Cl -15.71 -5.44 7.80
H -14.13 -3.83 7.17
H -14.93 -3.42 8.71